Entry 1:
Molecular formula: CH6N2S2
Method: DFT, the ωB97M-V functional and the def2-TZVPD basis

Gap between HOMO and LUMO in eV: 8.81
Structure (SMILES): [H]/N=C/N.SS
Charge: 0

```
11
CH6N2S2 (the ωB97M-V functional and the def2-TZVPD basis)
H -0.783 3.375 0.190
N -0.460 2.501 -0.227
C -1.309 1.620 0.150
N -1.390 0.392 -0.519
H -2.100 1.760 0.897
H -2.283 0.148 -0.894
H -0.417 0.323 -0.794
S 1.218 -3.271 -0.142
S 2.434 -1.530 -0.361
H 1.743 -3.495 1.065
H 3.347 -1.822 0.633
```

***

Entry 2:
Molecular formula: C4H4OS3
Method: DFT, the ωB97M-V functional and the def2-TZVPD basis

Gap between HOMO and LUMO in eV: 6.83
Structure (SMILES): O=C(C=S)[C@H](S)C=S
Charge: 0

```
12
C4H4OS3 (the ωB97M-V functional and the def2-TZVPD basis)
O 0.422 1.163 1.627
C 0.765 0.631 0.564
C 2.156 0.030 0.616
S 2.821 -0.875 -0.634
C -0.422 0.208 -0.351
S -1.151 1.815 -0.863
C -1.432 -0.438 0.416
S -2.263 -1.807 0.054
H 2.628 0.128 1.576
H -0.077 -0.376 -1.062
H -1.510 2.095 0.513
H -1.332 0.143 1.585
```

***

Which energy relative to the best compared isomer or geometry (same formula, charge and spin) belongs to each record? In order, 133.87, 301.57 kJ/mol.
Which calculated total energy belongs to each record? In order, -25783.522, -38762.327 eV.